<A>
{"formula": "C2H10O4", "method": "wB97M-V/def2-TZVPD", "smiles": "CC=O.O.O.O", "gap_ev": 11.120, "homo_energy_ev": -10.4, "spin_multiplicity": 1, "mol_weight_g_mol": 98.098, "elements": ["C", "C", "O", "H", "H", "H", "H", "O", "H", "H", "O", "H", "H", "O", "H", "H"], "xyz": [[1.397, -1.221, 0.907], [1.028, -0.179, 1.921], [-0.046, 0.346, 2.086], [0.745, -2.100, 0.881], [2.406, -1.621, 0.914], [1.223, -0.760, -0.079], [1.868, 0.178, 2.559], [-2.362, 0.458, 0.468], [-1.719, -0.246, 0.637], [-2.286, 0.935, 1.283], [-0.925, 2.034, -1.600], [-1.823, 2.408, -1.582], [-0.864, 1.658, -0.710], [0.807, -0.502, -2.408], [0.646, -1.205, -3.049], [-0.094, -0.183, -2.229]], "lowdin_charge": [-0.045, -0.292, 0.025, 0.089, 0.075, 0.064, 0.118, -0.057, 0.025, 0.021, -0.072, 0.047, 0.004, -0.067, 0.040, 0.024]}

=====

<B>
{"formula": "C2H10O4", "method": "wB97M-V/def2-TZVPD", "smiles": "CC=O.O.O.O", "gap_ev": 10.308, "homo_energy_ev": -9.8, "spin_multiplicity": 1, "mol_weight_g_mol": 98.098, "elements": ["C", "C", "O", "H", "H", "H", "H", "O", "H", "H", "O", "H", "H", "O", "H", "H"], "xyz": [[-1.903, -0.246, 0.993], [-0.506, 0.337, 1.031], [-0.018, 0.747, 2.045], [-2.000, -0.950, 1.819], [-2.249, -0.611, 0.031], [-2.540, 0.606, 1.259], [0.118, 0.093, 0.147], [-3.568, -0.520, -2.213], [-3.378, -0.048, -3.039], [-3.618, -1.444, -2.497], [2.479, 0.358, -1.540], [2.031, 0.668, -0.746], [3.343, 0.782, -1.506], [3.832, -0.197, 1.659], [4.167, -0.331, 0.760], [3.810, 0.756, 1.797]], "lowdin_charge": [-0.045, -0.317, 0.041, 0.086, 0.049, 0.086, 0.102, -0.067, 0.042, 0.041, -0.058, 0.009, 0.033, -0.060, 0.026, 0.034]}

=====

Most stable: <A>

=====

<A>
{"formula": "C5H13N", "method": "wB97M-V/def2-TZVPD", "smiles": "CC(C)[C@@H](C)N", "gap_ev": 10.450, "homo_energy_ev": -9.3, "spin_multiplicity": 1, "mol_weight_g_mol": 87.166, "elements": ["C", "C", "C", "C", "C", "N", "H", "H", "H", "H", "H", "H", "H", "H", "H", "H", "H", "H", "H"], "xyz": [[-1.960, -0.019, -0.567], [-0.693, 0.383, 0.206], [-0.582, -0.449, 1.476], [0.555, 0.291, -0.681], [1.800, 0.846, 0.030], [0.737, -1.081, -1.175], [-2.057, 0.507, -1.511], [-1.918, -1.084, -0.776], [-2.811, 0.106, 0.109], [-0.798, 1.431, 0.487], [0.295, -0.164, 2.077], [-0.419, -1.500, 1.228], [-1.417, -0.333, 2.168], [0.357, 0.910, -1.547], [1.557, 1.648, 0.725], [2.571, 1.206, -0.642], [2.231, 0.064, 0.649], [1.057, -1.664, -0.407], [1.495, -1.097, -1.851]], "lowdin_charge": [-0.079, -0.416, -0.082, -0.437, -0.069, 0.041, 0.074, 0.068, 0.075, 0.128, 0.073, 0.075, 0.078, 0.127, 0.073, 0.069, 0.068, 0.062, 0.072]}

=====

<B>
{"formula": "C5H13N", "method": "wB97M-V/def2-TZVPD", "gap_ev": 6.871, "homo_energy_ev": -7.7, "spin_multiplicity": 1, "mol_weight_g_mol": 87.166, "elements": ["C", "C", "C", "C", "C", "N", "H", "H", "H", "H", "H", "H", "H", "H", "H", "H", "H", "H", "H"], "xyz": [[-1.299, -0.801, -2.407], [-0.311, -0.393, -1.596], [-0.326, -0.195, -0.177], [0.721, 0.449, 0.452], [-1.484, -0.655, 0.646], [1.469, -0.358, 2.787], [-2.348, -0.925, -2.186], [-0.990, -0.744, -3.444], [1.472, 2.427, -1.507], [0.525, 0.020, -2.145], [1.920, 2.968, -1.747], [1.649, 0.493, -0.122], [0.584, 1.441, 0.871], [1.023, -0.150, 1.547], [-2.352, -0.859, 0.026], [-1.170, -1.445, 1.324], [-1.797, 0.209, 1.245], [2.036, -1.175, 3.003], [0.679, -0.307, 3.428]], "lowdin_charge": [0.049, -0.152, -0.311, -0.108, -0.032, -0.076, 0.059, 0.058, 0.008, 0.094, 0.039, 0.078, 0.112, 0.005, 0.064, 0.094, 0.097, -0.039, -0.038]}

=====

<C>
{"formula": "C5H13N", "method": "wB97M-V/def2-TZVPD", "smiles": "CCCCNC", "gap_ev": 8.437, "homo_energy_ev": -7.3, "spin_multiplicity": 1, "mol_weight_g_mol": 87.166, "elements": ["C", "C", "C", "C", "N", "C", "H", "H", "H", "H", "H", "H", "H", "H", "H", "H", "H", "H", "H"], "xyz": [[2.673, 0.463, 0.253], [1.740, -0.714, 0.039], [0.149, -0.087, -0.638], [-0.569, -0.913, 0.305], [-2.079, -0.326, -0.312], [-2.673, 0.898, 0.167], [2.277, 1.138, 1.015], [3.663, 0.135, 0.580], [2.803, 1.033, -0.668], [1.751, -1.353, 0.923], [2.067, -1.356, -0.779], [0.140, -0.393, -1.678], [0.155, 0.980, -0.448], [-0.551, -0.587, 1.341], [-0.584, -1.979, 0.102], [-2.459, -0.660, -1.193], [-2.594, 1.749, -0.526], [-2.180, 1.209, 1.095], [-3.729, 0.763, 0.425]], "lowdin_charge": [-0.160, -0.210, -0.152, -0.149, -0.156, -0.206, 0.067, 0.062, 0.068, 0.083, 0.077, 0.099, 0.096, 0.108, 0.107, 0.074, 0.063, 0.069, 0.059]}

=====

Most stable: <A>

=====

<A>
{"formula": "C5H13N", "method": "wB97M-V/def2-TZVPD", "smiles": "C=CC.CCN", "gap_ev": 10.109, "homo_energy_ev": -9.0, "spin_multiplicity": 1, "mol_weight_g_mol": 87.166, "elements": ["C", "C", "C", "H", "H", "H", "H", "H", "H", "C", "C", "N", "H", "H", "H", "H", "H", "H", "H"], "xyz": [[-1.531, -1.824, 0.367], [-1.356, -0.842, 1.351], [-2.355, 0.369, 1.610], [-1.015, -2.799, 0.490], [-2.011, -1.612, -0.577], [-0.686, -1.015, 2.148], [-1.867, 1.388, 1.328], [-3.375, 0.189, 1.041], [-2.309, 0.302, 2.671], [1.657, 1.569, -1.707], [1.419, 0.576, -0.546], [1.477, -0.873, -0.910], [0.914, 1.637, -2.450], [1.987, 2.501, -1.186], [2.646, 1.184, -2.223], [2.091, 0.864, 0.316], [0.415, 0.845, -0.195], [2.359, -0.971, -1.445], [1.539, -1.489, -0.082]], "lowdin_charge": [-0.024, -0.227, -0.114, 0.049, 0.043, 0.055, 0.079, 0.106, 0.030, -0.114, -0.365, -0.027, 0.041, 0.076, 0.096, 0.106, 0.072, 0.058, 0.060]}

=====

<B>
{"formula": "C5H13N", "method": "wB97M-V/def2-TZVPD", "smiles": "C=CN.CCC", "gap_ev": 9.468, "homo_energy_ev": -8.5, "spin_multiplicity": 1, "mol_weight_g_mol": 87.166, "elements": ["C", "C", "N", "H", "H", "H", "H", "H", "C", "C", "C", "H", "H", "H", "H", "H", "H", "H", "H"], "xyz": [[3.293, -0.274, 1.629], [1.959, -0.422, 1.412], [1.582, -1.409, 0.415], [3.830, -0.422, 0.699], [3.680, 0.119, 2.552], [1.255, 0.319, 1.794], [1.922, -0.986, -0.445], [0.571, -1.475, 0.377], [-2.925, -0.292, -0.902], [-2.078, 0.795, -1.623], [-1.214, 1.490, -0.509], [-3.961, -0.017, -0.702], [-3.122, -1.172, -1.525], [-2.332, -0.593, -0.048], [-1.408, 0.397, -2.396], [-2.722, 1.394, -2.279], [-0.355, 0.838, -0.452], [-1.897, 1.662, 0.305], [-0.852, 2.409, -0.987]], "lowdin_charge": [-0.023, -0.281, 0.003, 0.051, 0.037, 0.093, 0.069, 0.051, -0.129, -0.304, -0.109, 0.068, 0.062, 0.053, 0.089, 0.091, 0.043, 0.068, 0.068]}

=====

<C>
{"formula": "C5H13N", "method": "wB97M-V/def2-TZVPD", "smiles": "C=CN.CCC", "gap_ev": 9.164, "homo_energy_ev": -8.2, "spin_multiplicity": 1, "mol_weight_g_mol": 87.166, "elements": ["C", "C", "N", "H", "H", "H", "H", "H", "C", "C", "C", "H", "H", "H", "H", "H", "H", "H", "H"], "xyz": [[3.145, -1.323, -2.406], [1.854, -1.216, -2.714], [0.798, -1.176, -1.814], [3.482, -1.427, -1.385], [3.866, -1.264, -3.206], [1.516, -0.974, -3.715], [0.948, -1.411, -0.848], [-0.122, -1.378, -2.162], [-2.198, 1.168, 2.655], [-1.120, 0.443, 1.897], [-0.866, 1.002, 0.480], [-2.240, 0.884, 3.703], [-3.170, 1.017, 2.200], [-1.980, 2.238, 2.702], [-1.234, -0.646, 1.810], [-0.151, 0.494, 2.404], [0.184, 1.137, 0.263], [-1.391, 0.434, -0.292], [-1.320, 1.998, 0.427]], "lowdin_charge": [-0.041, -0.310, 0.031, 0.041, 0.035, 0.100, 0.081, 0.075, -0.132, -0.330, -0.128, 0.065, 0.071, 0.073, 0.096, 0.093, 0.058, 0.058, 0.063]}

=====

<D>
{"formula": "C5H13N", "method": "wB97M-V/def2-TZVPD", "gap_ev": 4.274, "homo_energy_ev": -6.9, "spin_multiplicity": 1, "mol_weight_g_mol": 87.166, "elements": ["C", "C", "N", "C", "C", "C", "H", "H", "H", "H", "H", "H", "H", "H", "H", "H", "H", "H", "H"], "xyz": [[-0.321, -0.778, 0.002], [-0.873, 0.540, 0.530], [-2.303, 0.353, 0.903], [1.994, 0.568, 0.582], [2.576, -0.011, -0.630], [-3.046, -0.043, -0.155], [0.786, -0.409, 0.126], [-0.438, -1.228, -0.969], [-0.663, -1.510, 0.622], [-0.383, 0.754, 1.518], [-0.630, 1.427, 0.014], [2.399, 1.563, 0.611], [2.552, 0.137, 1.358], [2.035, 0.355, -1.636], [3.744, 0.134, -0.780], [2.587, -1.237, -0.765], [-2.976, 0.697, -0.977], [-2.826, -1.136, -0.480], [-4.214, -0.176, 0.125]], "lowdin_charge": [-0.043, -0.314, -0.001, -0.171, -0.294, -0.260, 0.027, 0.086, 0.051, 0.110, 0.103, 0.056, 0.041, 0.103, 0.090, 0.111, 0.093, 0.101, 0.111]}

=====

Most stable: <C>

=====

<A>
{"formula": "C3H2F2N2", "method": "wB97M-V/def2-TZVPD", "gap_ev": 9.173, "homo_energy_ev": -9.2, "spin_multiplicity": 1, "mol_weight_g_mol": 104.059, "elements": ["C", "C", "C", "N", "N", "F", "F", "H", "H"], "xyz": [[-0.689, 1.993, 0.736], [-0.485, 1.689, -0.390], [-0.565, -1.516, -0.451], [0.560, -1.440, -0.160], [1.787, -1.457, -0.175], [-0.232, 1.263, -1.624], [-1.636, -0.947, -0.022], [-0.937, 2.517, 1.601], [2.197, -2.103, 0.484]], "lowdin_charge": [0.107, -0.207, -0.171, -0.089, 0.096, 0.083, 0.099, 0.021, 0.061]}

=====

<B>
{"formula": "C3H2F2N2", "method": "wB97M-V/def2-TZVPD", "smiles": "FC1=NN=C[C@@H]1F", "gap_ev": 10.356, "homo_energy_ev": -10.5, "spin_multiplicity": 1, "mol_weight_g_mol": 104.059, "elements": ["F", "C", "N", "N", "C", "C", "F", "H", "H"], "xyz": [[-1.853, 0.499, -1.028], [-0.710, 0.663, -0.462], [0.149, 1.600, -0.511], [1.423, 1.035, 0.044], [1.123, -0.111, 0.425], [-0.304, -0.703, 0.158], [-0.639, -1.341, -0.854], [1.705, -0.453, 1.228], [-0.894, -1.189, 1.001]], "lowdin_charge": [0.163, -0.366, 0.125, 0.091, -0.115, -0.279, 0.112, 0.090, 0.180]}

=====

Most stable: <B>

=====

<A>
{"formula": "CHPS3", "method": "wB97M-V/def2-TZVPD", "gap_ev": [6.792, 6.788], "homo_energy_ev": [-8.0, -8.0], "spin_multiplicity": 1, "mol_weight_g_mol": 140.194, "elements": ["C", "P", "S", "S", "S", "H"], "xyz": [[2.851, -0.637, -0.376], [-2.025, -0.212, 1.306], [2.005, -1.422, -1.410], [3.679, 0.157, 0.666], [-2.578, 1.041, -0.147], [-3.932, 1.072, -0.039]], "lowdin_charge": [-1.442, 0.129, 0.708, 0.717, 0.095, -0.207]}

=====

<B>
{"formula": "CHPS3", "method": "wB97M-V/def2-TZVPD", "gap_ev": 7.062, "homo_energy_ev": -9.0, "spin_multiplicity": 1, "mol_weight_g_mol": 140.194, "elements": ["C", "P", "S", "S", "S", "H"], "xyz": [[-0.302, -0.278, 0.071], [-0.339, 0.310, 1.792], [-1.860, -0.556, -0.307], [1.003, 1.722, 1.693], [1.040, -0.620, -0.952], [0.458, -0.577, -2.297]], "lowdin_charge": [-1.651, 0.349, 0.572, 0.117, 0.648, -0.034]}

=====

Most stable: <B>

=====

<A>
{"formula": "CH3N5O", "method": "wB97M-V/def2-TZVPD", "smiles": "O/N=c1/nn[nH][nH]1", "gap_ev": 9.673, "homo_energy_ev": -9.0, "spin_multiplicity": 1, "mol_weight_g_mol": 101.069, "elements": ["O", "N", "C", "N", "N", "N", "N", "H", "H", "H"], "xyz": [[-0.077, 0.275, 2.219], [0.449, 1.052, 1.242], [0.364, 0.382, 0.140], [0.735, 1.038, -1.142], [0.141, 0.436, -1.978], [-0.481, -0.727, -1.535], [-0.131, -0.840, -0.123], [0.494, 0.577, 2.984], [-0.328, -1.506, -2.115], [-1.168, -0.689, 0.307]], "lowdin_charge": [-0.094, 0.001, -0.434, 0.086, -0.033, -0.025, 0.066, 0.130, 0.101, 0.201]}

=====

<B>
{"formula": "CH3N5O", "method": "wB97M-V/def2-TZVPD", "smiles": "[H]/N=c1/nnon1N", "gap_ev": 9.301, "homo_energy_ev": -9.9, "spin_multiplicity": 1, "mol_weight_g_mol": 101.069, "elements": ["H", "N", "C", "N", "N", "O", "N", "N", "H", "H"], "xyz": [[1.701, 1.253, -0.114], [0.842, 1.806, -0.150], [-0.146, 0.975, -0.136], [-1.442, 1.216, 0.060], [-2.185, 0.304, 0.117], [-1.415, -0.920, -0.315], [-0.026, -0.359, -0.488], [0.912, -1.042, 0.205], [0.573, -1.285, 1.168], [1.185, -1.948, -0.346]], "lowdin_charge": [0.049, 0.176, -0.503, 0.064, 0.129, -0.086, -0.140, 0.042, 0.121, 0.149]}

=====

Most stable: <A>